{"formula": "CH6NO2", "method": "ωB97M-V/def2-TZVPD", "species": ["N", "C", "O", "H", "H", "H", "H", "H", "H", "O"], "xyz": [[-0.141, 1.403, -0.663], [1.000, 0.568, -0.186], [0.677, -0.362, 0.745], [-0.644, 1.688, 0.166], [-0.752, 0.767, -1.168], [1.737, 1.277, 0.216], [1.389, 0.111, -1.117], [-0.396, -1.436, 0.865], [-1.721, -1.880, 0.205], [-1.151, -2.136, 0.937]], "homo_energy_ev": -3.149, "de_lowest_kcal_mol": 2.1, "fmax_ha_per_bohr": 0.0230, "total_energy_ev": -6719.7381, "total_charge": -1}

{"formula": "C4H9NO2S", "method": "ωB97M-V/def2-TZVPD", "species": ["C", "C", "C", "S", "N", "C", "O", "O", "H", "H", "H", "H", "H", "H", "H", "H", "H"], "xyz": [[-0.893, -0.892, 1.154], [-0.343, 0.347, 0.387], [0.651, 1.140, 1.293], [2.316, 1.308, 0.535], [0.191, -0.106, -0.902], [-0.542, -0.765, -1.837], [0.043, -0.822, -3.058], [-1.548, -1.429, -1.640], [-0.226, -1.756, 1.012], [-0.985, -0.773, 2.235], [-1.813, -1.176, 0.656], [-1.121, 1.095, 0.183], [0.700, 0.509, 2.184], [0.326, 2.148, 1.602], [2.554, 2.584, 0.863], [1.158, 0.073, -1.127], [-0.466, -1.485, -3.540]], "homo_energy_ev": [0.788, -5.448], "spin_multiplicity": 2, "de_lowest_kcal_mol": 0.0, "fmax_ha_per_bohr": 0.0301, "s_squared": 0.75, "total_energy_ev": -20713.7330, "total_charge": -1}

{"formula": "C17H24N6Re", "method": "ωB97M-V/def2-TZVPD", "species": ["Re", "C", "C", "N", "C", "C", "N", "C", "C", "N", "H", "H", "H", "H", "H", "H", "H", "H", "H", "H", "H", "H", "H", "H", "H", "C", "C", "C", "C", "C", "C", "N", "N", "C", "C", "C", "C", "C", "N", "H", "H", "H", "H", "H", "H", "H", "H", "H"], "xyz": [[0.478, -0.434, 0.661], [0.481, -0.567, 3.696], [1.721, -1.281, 3.207], [1.411, -1.955, 1.893], [0.557, -3.211, 2.000], [-0.543, -3.173, 0.955], [-1.159, -1.789, 0.917], [-2.015, -1.464, 2.126], [-1.719, -0.042, 2.541], [-0.211, 0.150, 2.531], [0.740, 0.170, 4.455], [-0.245, -1.244, 4.141], [2.076, -2.003, 3.943], [2.532, -0.573, 3.024], [2.310, -2.250, 1.507], [0.173, -3.280, 3.017], [1.183, -4.087, 1.839], [-1.312, -3.920, 1.158], [-0.147, -3.380, -0.043], [-1.772, -1.766, 0.098], [-1.789, -2.184, 2.910], [-3.069, -1.582, 1.881], [-2.105, 0.181, 3.537], [-2.144, 0.686, 1.847], [-0.036, 1.155, 2.636], [-2.955, 2.557, -4.647], [-3.686, 2.242, -3.490], [-3.015, 1.747, -2.415], [-1.571, 1.547, -2.455], [-0.865, 1.870, -3.679], [-1.545, 2.360, -4.744], [-1.146, 1.046, -1.315], [0.072, 0.806, -0.845], [1.457, 1.130, -1.197], [2.137, 1.904, -2.094], [3.538, 1.858, -2.049], [4.211, 1.062, -1.123], [3.478, 0.351, -0.209], [2.118, 0.399, -0.238], [-3.481, 2.959, -5.508], [-4.756, 2.395, -3.462], [-3.530, 1.509, -1.495], [0.188, 1.687, -3.781], [-1.035, 2.599, -5.666], [1.653, 2.566, -2.790], [4.106, 2.463, -2.747], [5.292, 1.022, -1.098], [3.941, -0.238, 0.572]], "homo_energy_ev": [-21.561, -21.793], "spin_multiplicity": 4, "de_lowest_kcal_mol": 5.6, "fmax_ha_per_bohr": 0.0157, "s_squared": 3.82, "total_energy_ev": -29043.6299, "total_charge": 4}

{"formula": "C21H36ClF4NO18P2Si2", "method": "ωB97M-V/def2-TZVPD", "species": ["C", "C", "C", "C", "O", "Si", "C", "C", "C", "O", "O", "Si", "Cl", "C", "C", "N", "P", "P", "O", "O", "O", "H", "H", "H", "H", "H", "H", "H", "H", "H", "H", "H", "H", "H", "H", "H", "H", "H", "H", "H", "H", "H", "H", "H", "H", "C", "C", "O", "C", "O", "O", "F", "H", "H", "H", "C", "C", "O", "C", "O", "O", "F", "H", "H", "H", "C", "C", "O", "C", "O", "O", "F", "H", "H", "H", "C", "C", "O", "C", "O", "O", "F", "H", "H", "H"], "xyz": [[-0.308, 0.774, 1.960], [0.594, -0.118, 1.091], [-0.257, -1.215, 0.431], [0.387, -2.566, 0.151], [-0.573, -3.627, 0.314], [-1.462, -4.044, -0.996], [-0.760, -5.499, -1.902], [-0.433, -5.201, -3.375], [-0.247, -6.462, -4.227], [0.786, -7.268, -3.660], [-3.022, -4.408, -0.545], [-4.294, -3.377, -0.604], [-3.869, -1.714, 0.474], [-4.817, -2.865, -2.350], [-3.980, -1.788, -2.998], [-4.134, -0.550, -2.705], [-5.991, -4.554, 0.279], [-6.701, -3.471, 2.021], [-6.434, -2.020, 2.107], [-8.269, -3.847, 2.085], [-6.116, -4.408, 3.184], [-0.639, 0.236, 2.857], [-1.210, 1.036, 1.389], [0.158, 1.719, 2.227], [1.066, 0.503, 0.320], [1.399, -0.551, 1.707], [-0.669, -0.804, -0.501], [-1.095, -1.444, 1.108], [0.816, -2.609, -0.860], [1.212, -2.759, 0.844], [-1.494, -2.858, -1.881], [-1.502, -6.315, -1.854], [0.141, -5.855, -1.380], [-1.235, -4.611, -3.838], [0.505, -4.634, -3.434], [0.038, -6.186, -5.251], [-1.196, -7.012, -4.283], [0.507, -8.160, -3.632], [-5.836, -2.479, -2.189], [-4.870, -3.748, -2.996], [-3.201, -2.132, -3.692], [-3.457, 0.028, -3.198], [-7.057, -4.248, -0.575], [-8.762, -3.118, 1.728], [-6.623, -4.323, 3.985], [-4.719, 2.077, 1.154], [-5.106, 1.812, -0.289], [-4.470, 2.896, -0.964], [-3.401, 3.284, -0.233], [-2.528, 3.988, -0.625], [-3.460, 2.748, 1.000], [-6.440, 1.874, -0.492], [-5.436, 2.751, 1.624], [-4.599, 1.178, 1.751], [-4.721, 0.878, -0.703], [1.443, 4.676, 1.365], [2.579, 5.189, 0.502], [3.707, 4.526, 1.060], [3.278, 3.369, 1.631], [3.989, 2.479, 1.961], [1.941, 3.381, 1.745], [2.760, 6.530, 0.605], [1.320, 5.294, 2.255], [0.494, 4.574, 0.849], [2.510, 4.922, -0.548], [6.131, 2.498, 4.569], [7.556, 2.340, 4.076], [8.306, 2.515, 5.262], [7.525, 2.166, 6.324], [7.920, 1.985, 7.422], [6.239, 2.048, 5.924], [7.912, 3.286, 3.174], [5.842, 3.550, 4.554], [5.403, 1.908, 4.021], [7.785, 1.360, 3.655], [5.291, 5.519, -2.516], [4.757, 4.101, -2.444], [5.045, 3.601, -3.726], [6.118, 4.286, -4.227], [6.744, 3.962, -5.172], [6.351, 5.379, -3.464], [3.407, 4.060, -2.239], [4.530, 6.191, -2.915], [5.671, 5.900, -1.573], [5.233, 3.472, -1.690]], "homo_energy_ev": -9.625, "fmax_ha_per_bohr": 0.0270, "total_energy_ev": -118439.3984, "total_charge": 0}

{"formula": "C19H15N4O2PdS", "method": "ωB97M-V/def2-TZVPD", "species": ["Pd", "O", "C", "C", "C", "C", "C", "C", "C", "N", "N", "C", "O", "C", "C", "C", "C", "C", "C", "H", "H", "H", "H", "H", "H", "H", "H", "H", "H", "C", "C", "C", "C", "N", "C", "S", "N", "H", "H", "H", "H", "H"], "xyz": [[0.372, -0.025, 1.608], [0.513, 2.055, 1.093], [1.318, 2.699, 0.348], [1.207, 4.124, 0.302], [2.055, 4.865, -0.451], [3.089, 4.266, -1.239], [3.219, 2.924, -1.247], [2.343, 2.079, -0.479], [2.525, 0.712, -0.616], [1.799, -0.240, -0.017], [2.159, -1.468, -0.353], [1.420, -2.413, 0.333], [0.607, -2.140, 1.247], [1.640, -3.815, -0.052], [2.673, -4.171, -0.919], [2.859, -5.503, -1.251], [2.012, -6.473, -0.732], [0.976, -6.120, 0.125], [0.792, -4.794, 0.470], [0.428, 4.578, 0.899], [1.951, 5.943, -0.459], [3.750, 4.889, -1.825], [3.986, 2.452, -1.848], [3.310, 0.351, -1.273], [3.319, -3.406, -1.324], [3.663, -5.785, -1.918], [2.158, -7.512, -1.000], [0.315, -6.880, 0.521], [-0.006, -4.500, 1.137], [1.981, -1.076, 4.803], [0.632, -0.445, 4.896], [0.011, -0.117, 6.103], [-1.241, 0.474, 6.081], [-1.894, 0.732, 4.940], [-1.235, 0.400, 3.850], [-1.891, 0.678, 2.262], [-0.016, -0.161, 3.769], [2.224, -1.618, 5.714], [2.737, -0.300, 4.658], [2.020, -1.752, 3.951], [0.507, -0.324, 7.042], [-1.745, 0.746, 6.999]], "homo_energy_ev": [-10.840, -11.274], "spin_multiplicity": 5, "de_lowest_kcal_mol": 0.0, "fmax_ha_per_bohr": 0.0130, "s_squared": 6.07, "total_energy_ev": -44307.7740, "total_charge": 1}

{"formula": "C17H9F6N2O3S2", "method": "ωB97M-V/def2-TZVPD", "species": ["F", "C", "F", "F", "C", "C", "C", "C", "C", "C", "N", "C", "C", "H", "H", "H", "H", "H", "F", "C", "F", "F", "S", "N", "C", "O", "C", "C", "C", "C", "C", "C", "S", "O", "O", "H", "H", "H", "H"], "xyz": [[-5.293, 2.409, -3.497], [-4.180, 2.963, -2.917], [-3.587, 3.801, -3.826], [-4.633, 3.786, -1.923], [-3.196, 1.898, -2.485], [-1.854, 2.218, -2.252], [-0.944, 1.194, -2.113], [-1.322, -0.166, -1.930], [-0.370, -1.225, -1.610], [-0.697, -2.585, -1.604], [-0.846, -3.750, -1.716], [-2.719, -0.415, -1.976], [-3.641, 0.595, -2.245], [-1.538, 3.266, -2.214], [0.097, 1.501, -2.068], [0.695, -1.058, -1.752], [-3.055, -1.424, -1.736], [-4.703, 0.351, -2.237], [2.883, -1.941, 6.559], [3.148, -1.550, 5.275], [2.781, -0.251, 5.143], [4.493, -1.649, 5.081], [2.130, -2.686, 4.197], [1.904, -1.757, 2.781], [0.635, -1.200, 2.500], [-0.281, -1.099, 3.298], [0.850, -0.555, 1.187], [2.064, -0.891, 0.606], [2.661, -0.074, -0.348], [2.130, 1.212, -0.516], [0.949, 1.600, 0.148], [0.218, 0.638, 0.854], [2.778, -2.320, 1.393], [4.180, -2.232, 1.684], [2.186, -3.556, 0.953], [3.589, -0.352, -0.864], [2.670, 1.898, -1.181], [0.632, 2.672, 0.148], [-0.812, 0.735, 1.208]], "homo_energy_ev": -3.298, "de_lowest_kcal_mol": 25.3, "fmax_ha_per_bohr": 0.0548, "total_energy_ev": -64873.1298, "total_charge": -1}